No. 1
C54H67F3N3P2PbS | wB97M-V/def2-TZVPD

Values from the calculation:
Electronic energy in eV: -104364.6953
HOMO-LUMO gap in eV: 6.29
HOMO level in hartree: -0.3375
Largest force on an atom in eV/Å: 0.27

Geometry as ORCA input:
```
! wB97M-V def2-TZVPD RIJCOSX def2/J DEFGRID3
* xyz 1 1
Pb -0.546 0.403 -0.093
C -2.526 0.008 -4.800
C -2.071 1.321 -4.804
C -0.866 1.635 -4.203
C -0.101 0.620 -3.618
C -0.552 -0.696 -3.614
C -1.774 -0.992 -4.202
P 1.488 1.157 -2.996
C 2.620 1.347 -4.367
C 2.228 0.996 -5.658
C 3.117 1.157 -6.710
C 4.384 1.667 -6.474
C 4.777 2.014 -5.185
C 3.901 1.849 -4.129
C 1.252 2.652 -2.050
C 1.753 3.870 -2.528
C 1.579 5.007 -1.763
C 0.934 4.903 -0.534
C 0.443 3.682 -0.095
C 0.557 2.505 -0.843
H -3.477 -0.233 -5.255
H -2.663 2.102 -5.260
H -0.521 2.662 -4.185
H 0.034 -1.471 -3.139
H -2.140 -2.010 -4.192
H 1.236 0.603 -5.842
H 2.818 0.884 -7.713
H 5.075 1.794 -7.297
H 5.768 2.407 -5.006
H 4.209 2.101 -3.122
H 2.258 3.931 -3.483
H 1.945 5.962 -2.115
H 0.814 5.783 0.086
H -0.062 3.658 0.865
F 5.069 -0.584 -0.246
C 5.376 -1.023 -1.478
F 6.555 -1.649 -1.391
F 5.551 0.057 -2.259
C 4.311 -1.937 -2.038
C 4.663 -3.221 -2.429
C 3.708 -4.051 -2.988
C 2.430 -3.551 -3.160
N 2.073 -2.332 -2.764
C 2.980 -1.547 -2.213
S 2.405 0.005 -1.508
H 5.681 -3.560 -2.298
H 3.949 -5.063 -3.279
H 1.653 -4.147 -3.625
C -3.464 -1.671 4.185
C -2.231 -2.453 4.627
C -1.383 -1.589 5.568
C -1.392 -3.201 3.576
C -0.666 -4.266 4.113
C -0.008 -5.183 3.323
C -0.156 -5.093 1.949
C -0.848 -4.045 1.354
C -1.096 -4.197 -0.143
C -0.840 -3.002 -1.056
C -2.503 -4.760 -0.383
C -1.379 -3.022 2.176
N -1.770 -1.784 1.591
C -2.968 -1.642 1.154
C -3.568 -0.497 0.551
C -4.944 -0.464 0.341
C -5.236 0.780 -0.200
C -4.023 1.461 -0.323
N -2.986 0.697 0.124
C -3.945 2.865 -0.880
C -4.578 2.893 -2.277
C -4.724 3.813 0.043
C -2.514 3.348 -0.969
H -3.224 -0.785 3.604
H -4.144 -2.288 3.598
H -4.005 -1.346 5.076
H -2.625 -3.272 5.236
H -1.142 -0.635 5.098
H -1.937 -1.369 6.483
H -0.450 -2.079 5.847
H -0.659 -4.391 5.191
H 0.561 -5.989 3.766
H 0.266 -5.864 1.315
H -0.395 -4.974 -0.461
H -1.668 -2.290 -1.064
H -0.714 -3.363 -2.080
H 0.073 -2.474 -0.776
H -3.267 -4.032 -0.106
H -2.668 -5.663 0.205
H -2.642 -5.005 -1.438
H -3.691 -2.452 1.289
H -5.632 -1.260 0.584
H -6.207 1.161 -0.474
H -5.640 2.649 -2.240
H -4.091 2.168 -2.930
H -4.474 3.888 -2.718
H -5.769 3.516 0.125
H -4.687 4.833 -0.346
H -4.295 3.811 1.047
H -1.912 2.700 -1.609
H -2.063 3.371 0.021
H -2.470 4.359 -1.381
C 3.773 0.990 1.833
C 2.682 1.702 2.625
C 2.756 3.202 2.347
P 0.997 0.963 2.360
C 1.147 -0.748 3.049
C 1.587 -1.736 1.961
C 2.026 -0.920 4.287
C -0.068 1.974 3.489
C 0.297 1.978 4.972
C -1.541 1.630 3.281
H 4.735 1.467 2.034
H 3.588 1.069 0.764
H 3.871 -0.063 2.091
H 2.870 1.541 3.692
H 2.594 3.412 1.292
H 3.755 3.558 2.607
H 2.044 3.785 2.930
H 0.113 -1.004 3.301
H 2.590 -1.517 1.591
H 0.900 -1.748 1.116
H 1.592 -2.747 2.374
H 3.083 -0.787 4.048
H 1.906 -1.938 4.663
H 1.772 -0.237 5.095
H 0.091 2.990 3.115
H 0.076 1.021 5.443
H -0.299 2.737 5.484
H 1.347 2.215 5.148
H -1.754 0.604 3.585
H -1.858 1.731 2.241
H -2.172 2.291 3.879
*
```

---

No. 2
C54H69N4O6PScSe | wB97M-V/def2-TZVPD

Values from the calculation:
Electronic energy in eV: -170703.1984
HOMO-LUMO gap in eV: 6.73
HOMO level in hartree: -0.3551
Largest force on an atom in eV/Å: 0.43

Geometry as ORCA input:
```
! wB97M-V def2-TZVPD RIJCOSX def2/J DEFGRID3
* xyz 1 1
Sc 0.471 0.600 -0.321
C -1.033 -6.487 -3.231
C -1.277 -6.202 -1.742
C -0.244 -6.987 -0.933
C -2.675 -6.694 -1.349
C -1.174 -4.699 -1.497
C -0.233 -4.137 -0.655
C -0.170 -2.758 -0.507
Se 1.244 -1.994 0.523
C 2.596 -2.071 -0.831
C 3.372 -3.202 -0.974
C 4.281 -3.299 -2.024
C 4.354 -2.226 -2.897
C 3.580 -1.061 -2.799
C 2.693 -0.978 -1.716
O 1.946 0.104 -1.459
C 3.804 0.028 -3.856
C 3.791 -0.603 -5.258
C 5.176 0.672 -3.605
C 2.751 1.142 -3.874
C 5.118 -4.568 -2.178
C 6.062 -4.495 -3.377
C 5.961 -4.783 -0.914
C 4.179 -5.767 -2.375
C -1.039 -1.896 -1.172
O -0.905 -0.573 -1.007
C -2.027 -2.446 -2.018
C -2.047 -3.827 -2.154
C -3.035 -1.547 -2.733
C -2.304 -0.527 -3.618
C -3.989 -2.330 -3.639
C -3.886 -0.830 -1.673
H -1.105 -7.559 -3.427
H -0.040 -6.149 -3.532
H -1.766 -5.983 -3.863
H -0.354 -8.053 -1.138
H -0.375 -6.842 0.141
H 0.776 -6.705 -1.200
H -2.761 -7.768 -1.528
H -3.456 -6.199 -1.927
H -2.871 -6.508 -0.291
H 0.472 -4.756 -0.118
H 3.257 -4.019 -0.273
H 5.057 -2.285 -3.715
H 4.586 -1.332 -5.404
H 3.927 0.178 -6.010
H 2.838 -1.098 -5.451
H 5.976 -0.067 -3.648
H 5.209 1.144 -2.620
H 5.379 1.439 -4.356
H 1.743 0.741 -3.996
H 2.963 1.797 -4.723
H 2.766 1.740 -2.965
H 6.769 -3.668 -3.288
H 5.516 -4.384 -4.316
H 6.641 -5.418 -3.440
H 6.643 -3.946 -0.755
H 6.556 -5.695 -1.007
H 5.338 -4.884 -0.024
H 3.564 -5.635 -3.267
H 3.511 -5.900 -1.523
H 4.757 -6.686 -2.490
H -2.785 -4.263 -2.810
H -1.721 -1.037 -4.387
H -1.623 0.096 -3.040
H -3.033 0.114 -4.120
H -3.456 -2.862 -4.429
H -4.677 -1.631 -4.118
H -4.590 -3.048 -3.079
H -3.259 -0.311 -0.950
H -4.501 -1.551 -1.131
H -4.554 -0.106 -2.147
C -7.687 4.579 10.486
O -7.834 4.897 9.112
C -6.926 4.408 8.247
C -5.847 3.605 8.605
C -4.974 3.160 7.623
C -5.153 3.503 6.289
C -6.246 4.305 5.943
C -7.119 4.752 6.906
C -4.250 3.058 5.233
N -4.488 3.157 3.946
C -3.389 2.633 3.329
C -2.460 2.209 4.256
N -3.027 2.482 5.476
C -1.218 1.614 3.899
C -0.239 1.170 4.797
C 0.920 0.617 4.310
C 1.077 0.491 2.931
N 0.163 0.886 2.060
C -0.964 1.466 2.518
C -1.919 1.935 1.531
N -1.580 1.791 0.235
C -2.459 2.147 -0.685
C -3.700 2.715 -0.382
C -4.041 2.905 0.933
C -3.142 2.501 1.927
H -8.509 5.074 10.994
H -6.740 4.954 10.880
H -7.756 3.501 10.651
H -5.682 3.313 9.632
H -4.158 2.517 7.934
H -6.395 4.572 4.906
H -7.966 5.374 6.649
H -2.624 2.333 6.384
H -0.390 1.263 5.865
H 1.700 0.269 4.971
H 1.974 0.045 2.520
H -2.189 1.951 -1.715
H -4.372 2.986 -1.184
H -4.987 3.342 1.223
C 3.547 6.695 0.089
C 2.478 5.837 0.716
O 2.248 4.702 -0.163
P 1.232 3.550 0.314
O 0.814 2.941 -1.193
C 0.090 3.779 -2.128
C 1.039 4.416 -3.117
O 2.193 2.250 0.601
C 3.546 2.165 0.029
C 4.555 2.632 1.047
H 3.745 7.562 0.719
H 3.231 7.048 -0.892
H 4.473 6.133 -0.022
H 1.537 6.378 0.835
H 2.791 5.468 1.696
H -0.480 4.528 -1.568
H -0.620 3.132 -2.638
H 1.737 5.084 -2.617
H 0.475 4.989 -3.853
H 1.602 3.646 -3.642
H 3.575 2.758 -0.883
H 3.674 1.121 -0.240
H 4.406 3.682 1.300
H 5.563 2.522 0.648
H 4.486 2.039 1.960
*
```